Entry 1:
{"formula": "C29H27CuN6O4S2", "method": "ωB97M-V/def2-TZVPD", "de_lowest_kcal_mol": 0.0, "spin_multiplicity": 2, "lumo_energy_ev": [-3.45, -3.72], "charge": 1, "e_homo_ev": [-10.98, -10.93], "symbols": ["Cu", "C", "C", "C", "C", "C", "C", "C", "S", "O", "O", "N", "C", "C", "C", "C", "C", "N", "H", "H", "H", "H", "H", "H", "H", "H", "H", "H", "H", "O", "C", "O", "C", "C", "C", "C", "C", "C", "N", "C", "C", "C", "C", "C", "C", "N", "H", "H", "H", "H", "H", "H", "H", "H", "H", "H", "C", "N", "C", "C", "N", "C", "S", "H", "H", "H", "H", "H", "H"], "coordinates": [[0.453, 0.347, -0.809], [-0.588, 6.907, 2.624], [-0.458, 5.410, 2.596], [0.714, 4.784, 3.009], [0.834, 3.403, 2.996], [-0.227, 2.631, 2.545], [-1.410, 3.233, 2.137], [-1.518, 4.613, 2.167], [-0.079, 0.874, 2.487], [-1.397, 0.348, 2.245], [0.673, 0.460, 3.636], [0.771, 0.565, 1.147], [2.135, 0.647, 1.039], [3.142, 0.752, 2.005], [4.447, 0.806, 1.565], [4.754, 0.754, 0.200], [3.709, 0.634, -0.685], [2.440, 0.570, -0.274], [0.250, 7.368, 3.144], [-1.508, 7.210, 3.125], [-0.618, 7.315, 1.612], [1.540, 5.386, 3.369], [1.738, 2.934, 3.358], [-2.242, 2.616, 1.826], [-2.449, 5.083, 1.871], [2.890, 0.765, 3.054], [5.244, 0.885, 2.292], [5.771, 0.810, -0.156], [3.870, 0.610, -1.758], [-1.013, -7.481, 0.365], [-0.054, -6.569, 0.115], [1.079, -6.911, -0.067], [-0.468, -5.129, 0.045], [0.515, -4.179, 0.306], [0.237, -2.835, 0.166], [-1.027, -2.423, -0.244], [-2.018, -3.364, -0.498], [-1.736, -4.714, -0.345], [-1.210, -1.040, -0.469], [-2.313, -0.458, -0.255], [-2.441, 0.976, -0.579], [-3.673, 1.604, -0.547], [-3.746, 2.940, -0.920], [-2.586, 3.592, -1.296], [-1.388, 2.890, -1.277], [-1.316, 1.610, -0.932], [-1.834, -7.055, 0.636], [1.496, -4.518, 0.609], [0.994, -2.091, 0.387], [-2.991, -3.056, -0.859], [-2.510, -5.431, -0.592], [-3.179, -0.961, 0.173], [-4.553, 1.058, -0.237], [-4.694, 3.461, -0.914], [-2.594, 4.632, -1.589], [-0.454, 3.376, -1.531], [-0.798, -2.885, -4.159], [0.467, -2.858, -3.436], [1.234, -3.975, -3.153], [2.322, -3.555, -2.478], [2.204, -2.185, -2.370], [1.064, -1.760, -2.946], [0.494, -0.138, -3.052], [-1.339, -3.783, -3.870], [-0.617, -2.885, -5.232], [-1.369, -2.002, -3.885], [0.930, -4.963, -3.448], [3.153, -4.101, -2.070], [2.850, -1.560, -1.916]]}


Entry 2:
{"formula": "C29H27F3N3O4S2", "method": "ωB97M-V/def2-TZVPD", "de_lowest_kcal_mol": 0.2, "lumo_energy_ev": 1.59, "charge": -1, "e_homo_ev": -3.73, "symbols": ["C", "N", "C", "C", "C", "C", "C", "C", "C", "C", "O", "N", "C", "C", "S", "N", "C", "C", "O", "C", "C", "H", "H", "H", "H", "H", "H", "H", "H", "H", "H", "H", "H", "H", "H", "H", "H", "H", "F", "C", "F", "F", "C", "C", "C", "C", "C", "S", "C", "C", "C", "C", "C", "C", "O", "O", "C", "C", "H", "H", "H", "H", "H", "H", "H", "H", "H", "H"], "coordinates": [[5.676, 0.818, -2.582], [5.366, 0.887, -1.170], [6.411, 0.399, -0.295], [4.044, 0.937, -0.732], [3.092, -0.010, -1.163], [1.822, -0.008, -0.618], [1.407, 1.006, 0.262], [0.054, 1.045, 0.830], [-0.216, 0.655, 2.105], [-1.334, 1.255, 2.843], [-2.029, 2.179, 2.429], [-1.552, 0.729, 4.146], [-2.696, 1.313, 4.824], [-1.126, -0.537, 4.522], [-1.945, -1.570, 5.561], [0.078, -0.918, 3.955], [0.645, -2.188, 4.409], [0.641, -0.328, 2.798], [1.750, -0.687, 2.407], [2.344, 2.001, 0.628], [3.652, 1.942, 0.190], [4.948, 1.415, -3.150], [6.684, 1.228, -2.742], [5.659, -0.217, -2.964], [6.128, 0.578, 0.753], [6.577, -0.687, -0.440], [7.348, 0.925, -0.527], [3.389, -0.803, -1.856], [1.133, -0.830, -0.819], [-0.742, 1.544, 0.271], [-2.788, 0.812, 5.788], [-2.523, 2.388, 4.943], [-3.611, 1.159, 4.238], [1.681, -2.266, 4.083], [0.560, -2.214, 5.497], [0.055, -3.019, 4.005], [2.005, 2.789, 1.309], [4.398, 2.663, 0.530], [-1.504, 2.311, -6.969], [-0.356, 1.966, -6.301], [0.289, 1.030, -7.064], [0.433, 3.093, -6.284], [-0.677, 1.457, -4.920], [0.099, 0.455, -4.345], [-0.240, -0.021, -3.089], [-1.369, 0.481, -2.373], [-1.729, -0.020, -1.095], [-3.393, -0.097, -0.653], [-3.519, -1.653, 0.242], [-4.138, -2.778, -0.306], [-4.390, -3.877, 0.520], [-3.998, -3.855, 1.860], [-3.294, -2.762, 2.374], [-3.045, -1.668, 1.550], [-3.721, 0.874, 0.371], [-4.253, -0.267, -1.796], [-2.132, 1.504, -3.009], [-1.786, 1.981, -4.255], [0.963, 0.052, -4.877], [0.347, -0.818, -2.632], [-1.110, -0.756, -0.587], [-4.450, -2.776, -1.345], [-4.915, -4.739, 0.106], [-4.234, -4.698, 2.510], [-2.960, -2.715, 3.418], [-2.518, -0.783, 1.916], [-2.998, 1.936, -2.518], [-2.384, 2.758, -4.724]]}


Entry 3:
{"formula": "C29H27FN4O4", "method": "ωB97M-V/def2-TZVPD", "de_lowest_kcal_mol": 1.5, "lumo_energy_ev": -0.35, "charge": 0, "e_homo_ev": -8.14, "symbols": ["N", "C", "O", "C", "C", "N", "C", "O", "C", "C", "C", "C", "C", "C", "C", "C", "C", "C", "C", "C", "C", "C", "C", "N", "C", "C", "C", "C", "C", "C", "C", "F", "C", "C", "N", "O", "O", "C", "H", "H", "H", "H", "H", "H", "H", "H", "H", "H", "H", "H", "H", "H", "H", "H", "H", "H", "H", "H", "H", "H", "H", "H", "H", "H", "H"], "coordinates": [[0.726, 3.093, -1.457], [-0.288, 2.209, -1.397], [-0.313, 1.200, -2.072], [-1.397, 2.617, -0.436], [-1.366, 1.793, 0.870], [0.005, 1.478, 1.262], [0.898, 2.427, 1.594], [0.642, 3.616, 1.562], [2.268, 1.873, 1.971], [2.992, 1.468, 0.715], [3.107, 0.137, 0.400], [3.724, -0.285, -0.786], [4.227, 0.633, -1.661], [4.143, 2.012, -1.376], [4.663, 2.973, -2.269], [4.576, 4.308, -1.992], [3.966, 4.738, -0.805], [3.453, 3.833, 0.083], [3.520, 2.444, -0.172], [-2.150, 0.504, 0.829], [-2.471, -0.160, -0.362], [-3.138, -1.356, -0.345], [-3.490, -2.011, 0.853], [-4.088, -3.222, 0.859], [-4.028, -4.192, -0.201], [-2.680, -4.954, -0.214], [-1.556, -3.990, -0.451], [-1.219, -3.593, -1.741], [-0.296, -2.586, -1.956], [0.304, -1.943, -0.887], [-0.015, -2.372, 0.386], [0.554, -1.751, 1.451], [-0.920, -3.386, 0.626], [-3.199, -1.310, 2.055], [-3.483, -1.828, 3.339], [-3.152, -1.181, 4.316], [-4.041, -2.922, 3.438], [-2.541, -0.075, 2.013], [1.536, 2.866, -2.012], [0.818, 3.825, -0.771], [-1.270, 3.668, -0.181], [-2.365, 2.484, -0.919], [-1.782, 2.430, 1.663], [0.279, 0.509, 1.265], [2.141, 1.006, 2.621], [2.817, 2.644, 2.512], [2.724, -0.609, 1.081], [3.793, -1.342, -0.997], [4.698, 0.321, -2.582], [5.135, 2.629, -3.178], [4.979, 5.037, -2.680], [3.906, 5.795, -0.593], [2.976, 4.188, 0.982], [-2.165, 0.252, -1.309], [-3.372, -1.826, -1.285], [-4.260, -3.594, 1.792], [-4.840, -4.904, -0.040], [-4.183, -3.710, -1.168], [-2.719, -5.705, -1.003], [-2.553, -5.459, 0.745], [-1.698, -4.071, -2.583], [-0.057, -2.273, -2.960], [0.990, -1.126, -1.041], [-1.134, -3.682, 1.642], [-2.331, 0.406, 2.958]]}


Entry 4:
{"formula": "C29H27LuN7S", "method": "ωB97M-V/def2-TZVPD", "lumo_energy_ev": -8.33, "charge": 3, "e_homo_ev": -16.42, "symbols": ["Lu", "C", "C", "C", "C", "C", "C", "C", "N", "N", "C", "C", "C", "C", "C", "C", "N", "C", "C", "C", "C", "C", "C", "N", "H", "H", "H", "H", "H", "H", "H", "H", "H", "H", "H", "H", "H", "H", "H", "H", "H", "H", "H", "H", "N", "C", "C", "C", "C", "C", "C", "N", "C", "C", "C", "S", "C", "N", "H", "H", "H", "H", "H", "H", "H"], "coordinates": [[0.418, -0.376, -0.165], [1.944, 2.488, -0.549], [0.934, 3.037, -1.512], [0.220, 2.108, -2.425], [-0.129, 2.616, -3.679], [-0.791, 1.825, -4.616], [-1.097, 0.574, -4.238], [-0.739, 0.076, -3.010], [-0.030, 0.840, -2.109], [1.546, 1.561, 0.532], [2.819, 1.141, 1.182], [3.499, 0.051, 0.316], [4.810, -0.283, 0.480], [5.369, -1.316, -0.281], [4.599, -1.924, -1.268], [3.265, -1.559, -1.334], [2.683, -0.690, -0.498], [0.807, 2.280, 1.595], [0.275, 1.281, 2.578], [-0.040, 1.643, 3.866], [-0.745, 0.718, 4.691], [-0.923, -0.563, 4.212], [-0.500, -0.891, 2.932], [0.035, 0.016, 2.121], [2.682, 1.943, -1.119], [2.405, 3.312, -0.039], [0.193, 3.624, -0.972], [1.423, 3.792, -2.150], [0.108, 3.662, -3.883], [-1.086, 2.302, -5.520], [-1.672, -0.078, -4.876], [-0.945, -0.967, -2.717], [3.541, 1.962, 1.293], [2.625, 0.695, 2.155], [5.375, 0.210, 1.228], [6.397, -1.616, -0.073], [4.977, -2.651, -1.945], [2.715, -2.072, -2.168], [1.441, 3.005, 2.149], [-0.056, 2.870, 1.226], [0.024, 2.621, 4.212], [-1.134, 0.937, 5.681], [-1.337, -1.350, 4.819], [-0.477, -1.931, 2.558], [-3.378, -2.565, 0.119], [-3.944, -1.326, 0.272], [-5.239, -0.846, 0.443], [-5.424, 0.522, 0.555], [-4.358, 1.425, 0.361], [-3.073, 0.943, 0.109], [-2.883, -0.440, 0.130], [-1.777, -1.144, -0.028], [-2.077, -2.425, -0.090], [-1.056, -3.427, -0.212], [-1.062, -4.774, -0.281], [0.549, -5.333, -0.387], [1.129, -3.804, -0.388], [0.227, -2.832, -0.338], [-3.943, -3.410, 0.198], [-6.144, -1.462, 0.614], [-6.434, 0.872, 0.594], [-4.601, 2.450, 0.385], [-2.213, 1.616, 0.067], [-1.911, -5.392, -0.283], [2.186, -3.570, -0.521]]}


no.,E (hartree)
1,-4187.5321
2,-2682.5248
3,-1741.1551
4,-3137.6111